(1)
A 8-piece molecular cluster, C35H68F2N2O9S8Si overall in a non-equilibrium geometry. Source: OMol25; level of theory: the ωB97M-V functional and the def2-TZVPD basis.

Bonds (Å) are listed after each position.
Geometry (Å):
1 C -3.010 -4.746 -1.002  C2 1.426, H30 1.193
2 C -1.855 -4.019 -1.419  C1 1.426, C3 1.672
3 C -0.535 -3.038 -1.716  C2 1.672, C4 1.673, H31 1.192, H32 1.170
4 C -0.711 -1.709 -0.715  C3 1.673, C5 1.639, H33 1.192, H34 1.185
5 C -1.257 -0.495 -1.671  C4 1.639, C6 1.665, H35 1.192, H36 1.190
6 C -1.350 0.979 -0.903  C5 1.665, C7 1.674, C9 1.638, C16 1.638
7 C -1.077 0.630 0.711  C6 1.674, N8 1.311
8 N -0.874 0.463 1.996  C7 1.311
9 C -0.097 1.934 -1.350  C6 1.638, C10 1.671, S12 1.865, H37 1.192
10 C 1.371 1.136 -1.357  C9 1.671, N11 1.316
11 N 2.234 0.183 -1.640  C10 1.316
12 S -0.282 2.818 -2.982  C9 1.865, C13 1.872, O14 1.579, O15 1.552
13 C -0.681 1.730 -4.453  S12 1.872, H38 1.170, H39 1.194, H40 1.194
14 O 1.122 3.468 -3.293  S12 1.579
15 O -1.294 3.995 -2.991  S12 1.552
16 C -2.841 1.601 -1.173  C6 1.638, F17 1.495, F18 1.511, C19 1.663
17 F -2.828 2.994 -0.630  C16 1.495
18 F -3.264 1.551 -2.623  C16 1.511
19 C -4.062 0.813 -0.363  C16 1.663, C20 1.672, H41 1.171, H42 1.170
20 C -5.513 1.640 -0.448  C19 1.672, Si21 1.924, H43 1.170, H44 1.194
21 Si -6.693 0.994 -1.823  C20 1.924, C22 1.964, C23 1.965, C24 1.925
22 C -8.573 1.222 -1.301  Si21 1.964, H45 1.181, H46 1.174, H47 1.190
23 C -6.449 2.211 -3.346  Si21 1.965, H48 1.171, H49 1.178, H50 1.186
24 C -6.330 -0.790 -2.449  Si21 1.925, C25 1.639, C29 1.642
25 C -6.720 -2.103 -1.548  C24 1.639, C26 1.639, H51 1.186
26 C -6.367 -3.621 -2.057  C25 1.639, C27 1.641, H52 1.190
27 C -5.605 -3.835 -3.495  C26 1.641, C28 1.640, H53 1.181
28 C -5.238 -2.551 -4.446  C27 1.640, C29 1.671, H54 1.185
29 C -5.607 -1.013 -3.906  C24 1.642, C28 1.671, H55 1.185
30 H -4.074 -4.965 -0.510  C1 1.193
31 H 0.415 -3.667 -1.365  C3 1.192
32 H -0.453 -2.740 -2.844  C3 1.170
33 H 0.383 -1.528 -0.278  C4 1.192
34 H -1.477 -2.064 0.115  C4 1.185
35 H -0.533 -0.467 -2.618  C5 1.192
36 H -2.337 -0.826 -2.046  C5 1.190
37 H 0.020 2.769 -0.509  C9 1.192
38 H -1.326 0.782 -4.219  C13 1.170
39 H -1.343 2.396 -5.189  C13 1.194
40 H 0.300 1.481 -5.085  C13 1.194
41 H -4.117 -0.257 -0.837  C19 1.171
42 H -3.857 0.676 0.781  C19 1.170
43 H -5.377 2.800 -0.512  C20 1.170
44 H -6.058 1.431 0.593  C20 1.194
45 H -9.221 0.464 -1.934  C22 1.181
46 H -8.736 1.118 -0.143  C22 1.174
47 H -8.941 2.304 -1.629  C22 1.190
48 H -7.411 2.270 -4.012  C23 1.171
49 H -5.470 1.914 -3.929  C23 1.178
50 H -6.225 3.267 -2.854  C23 1.186
51 H -7.263 -1.928 -0.509  C25 1.186
52 H -6.674 -4.512 -1.331  C26 1.190
53 H -5.337 -4.941 -3.809  C27 1.181
54 H -4.700 -2.733 -5.485  C28 1.185
55 H -5.305 -0.141 -4.649  C29 1.185
56 C -5.862 -2.998 -9.030  S57 1.809, H60 1.093, H61 1.093, H62 1.093
57 S -4.984 -3.962 -7.776  C56 1.809, O58 1.500, C59 1.809
58 O -3.903 -3.089 -7.210  S57 1.500
59 C -4.204 -5.112 -8.934  S57 1.809, H63 1.093, H64 1.092, H65 1.093
60 H -6.398 -2.187 -8.531  C56 1.093
61 H -5.150 -2.577 -9.744  C56 1.093
62 H -6.579 -3.639 -9.548  C56 1.093
63 H -3.593 -4.561 -9.654  C59 1.093
64 H -4.974 -5.685 -9.456  C59 1.092
65 H -3.567 -5.795 -8.368  C59 1.093
66 C -5.095 -5.293 3.254  S67 1.809, H70 1.093, H71 1.093, H72 1.093
67 S -3.296 -5.389 3.419  C66 1.809, O68 1.500, C69 1.809
68 O -2.699 -4.957 2.113  S67 1.500
69 C -3.209 -7.195 3.486  S67 1.809, H73 1.093, H74 1.092, H75 1.093
70 H -5.380 -4.243 3.157  C66 1.093
71 H -5.419 -5.839 2.365  C66 1.093
72 H -5.567 -5.714 4.145  C66 1.093
73 H -3.648 -7.624 2.582  C69 1.093
74 H -3.742 -7.555 4.369  C69 1.092
75 H -2.159 -7.489 3.552  C69 1.093
76 C 1.026 3.683 6.289  S77 1.809, H80 1.093, H81 1.093, H82 1.093
77 S 1.371 1.942 5.944  C76 1.809, O78 1.500, C79 1.809
78 O 2.766 1.656 6.416  S77 1.500
79 C 1.430 2.113 4.145  S77 1.809, H83 1.093, H84 1.092, H85 1.093
80 H 0.983 3.821 7.372  C76 1.093
81 H 1.820 4.311 5.876  C76 1.093
82 H 0.064 3.959 5.852  C76 1.093
83 H 2.199 2.837 3.862  C79 1.093
84 H 0.455 2.439 3.776  C79 1.092
85 H 1.673 1.140 3.711  C79 1.093
86 C 5.322 6.810 6.210  S87 1.809, H90 1.093, H91 1.093, H92 1.093
87 S 4.256 5.923 7.371  C86 1.809, O88 1.500, C89 1.809
88 O 2.850 6.014 6.853  S87 1.500
89 C 4.417 7.114 8.722  S87 1.809, H93 1.093, H94 1.092, H95 1.093
90 H 5.341 6.260 5.265  C86 1.093
91 H 4.931 7.815 6.035  C86 1.093
92 H 6.335 6.867 6.614  C86 1.093
93 H 4.080 8.100 8.394  C89 1.093
94 H 5.459 7.161 9.046  C89 1.092
95 H 3.795 6.779 9.556  C89 1.093
96 C 9.734 4.135 3.826  S97 1.809, H100 1.093, H101 1.093, H102 1.093
97 S 8.020 4.661 4.066  C96 1.809, O98 1.500, C99 1.809
98 O 8.037 5.856 4.972  S97 1.500
99 C 7.522 3.233 5.059  S97 1.809, H103 1.093, H104 1.092, H105 1.093
100 H 10.257 4.905 3.254  C96 1.093
101 H 10.225 4.007 4.794  C96 1.093
102 H 9.753 3.195 3.269  C96 1.093
103 H 8.148 3.161 5.952  C99 1.093
104 H 7.612 2.323 4.462  C99 1.092
105 H 6.479 3.366 5.359  C99 1.093
106 C 9.999 3.494 -1.038  S107 1.809, H110 1.093, H111 1.093, H112 1.093
107 S 9.020 2.739 0.281  C106 1.809, O108 1.500, C109 1.809
108 O 9.921 2.562 1.468  S107 1.500
109 C 8.846 1.123 -0.514  S107 1.809, H113 1.093, H114 1.092, H115 1.093
110 H 10.260 4.512 -0.738  C106 1.093
111 H 10.915 2.920 -1.201  C106 1.093
112 H 9.410 3.529 -1.957  C106 1.093
113 H 9.831 0.694 -0.709  C109 1.093
114 H 8.293 1.234 -1.450  C109 1.092
115 H 8.290 0.464 0.157  C109 1.093
116 C 3.357 -6.614 -0.204  S117 1.809, H120 1.093, H121 1.093, H122 1.093
117 S 3.292 -4.943 0.487  C116 1.809, O118 1.500, C119 1.809
118 O 1.983 -4.336 0.077  S117 1.500
119 C 4.573 -4.247 -0.585  S117 1.809, H123 1.093, H124 1.092, H125 1.093
120 H 2.602 -7.226 0.297  C116 1.093
121 H 3.145 -6.584 -1.275  C116 1.093
122 H 4.345 -7.045 -0.028  C116 1.093
123 H 4.287 -4.362 -1.633  C119 1.093
124 H 5.523 -4.753 -0.397  C119 1.092
125 H 4.679 -3.184 -0.353  C119 1.093

Computed properties:
HOMO level (eV): -8.1
Frontier orbital gap (hartree): 0.2841
LUMO (eV): -0.38
Charge: 0
2S+1: 1

***

(2)
A 4-piece molecular cluster, C35H68N4O13S overall in a non-equilibrium geometry. Source: OMol25; level of theory: the ωB97M-V functional and the def2-TZVPD basis.

Bonds (Å) are listed after each position.
Geometry (Å):
1 C -0.476 2.510 -0.517  C2 1.428, H27 1.185
2 C -0.858 2.215 -1.860  C1 1.428, C3 1.674
3 C -1.151 1.894 -3.477  C2 1.674, C4 1.613, N8 1.545, O11 1.421
4 C -1.612 0.351 -3.562  C3 1.613, C5 1.673, H28 1.194, H29 1.170
5 C -2.987 0.008 -2.674  C4 1.673, C6 1.673, H30 1.175, H31 1.176
6 C -3.571 -1.447 -3.257  C5 1.673, O7 1.473, H32 1.171, H33 1.193
7 O -3.763 -2.449 -2.194  C6 1.473, H34 1.017
8 N -2.385 2.742 -3.856  C3 1.545, C9 1.373
9 C -2.849 3.435 -2.766  N8 1.373, O10 1.339
10 O -3.493 4.056 -1.770  C9 1.339
11 O -0.045 2.391 -4.218  C3 1.421, C12 1.442
12 C 0.642 1.550 -5.167  O11 1.442, C13 1.679, N17 1.507, C20 1.677
13 C 1.797 2.566 -5.839  C12 1.679, C14 1.619, H35 1.176, H36 1.192
14 C 2.237 2.212 -7.356  C13 1.619, C15 1.634, H37 1.195, H38 1.190
15 C 3.107 0.847 -7.581  C14 1.634, C16 1.662, H39 1.194, H40 1.194
16 C 2.200 -0.478 -8.009  C15 1.662, H41 1.178, H42 1.174, H43 1.181
17 N -0.145 1.022 -6.338  C12 1.507, C18 1.369
18 C -1.072 1.905 -6.823  N17 1.369, S19 1.728
19 S -2.340 2.995 -7.258  C18 1.728
20 C 1.602 0.358 -4.482  C12 1.677, O21 1.494, N22 1.544, H44 1.170
21 O 1.062 -1.000 -4.795  C20 1.494, H45 1.005
22 N 1.730 0.536 -2.954  C20 1.544, C23 1.543, H46 1.058
23 C 2.836 -0.403 -2.428  N22 1.543, C24 1.663, H47 1.177, H48 1.170
24 C 2.244 -0.986 -0.987  C23 1.663, C25 1.647, N26 1.395
25 C 2.833 -0.536 0.484  C24 1.647, H49 1.188, H50 1.180, H51 1.189
26 N 1.168 -1.874 -0.964  C24 1.395, H52 1.058
27 H -0.074 2.344 0.586  C1 1.185
28 H -0.765 -0.323 -3.058  C4 1.194
29 H -1.818 -0.087 -4.628  C4 1.170
30 H -3.851 0.782 -2.865  C5 1.175
31 H -2.779 -0.027 -1.518  C5 1.176
32 H -2.887 -1.912 -4.086  C6 1.171
33 H -4.647 -1.245 -3.731  C6 1.193
34 H -4.187 -3.246 -2.661  O7 1.017
35 H 1.328 3.643 -5.802  C13 1.176
36 H 2.721 2.574 -5.087  C13 1.192
37 H 2.937 3.107 -7.726  C14 1.195
38 H 1.357 2.189 -8.157  C14 1.190
39 H 3.807 1.050 -8.527  C15 1.194
40 H 3.874 0.604 -6.699  C15 1.194
41 H 1.153 -0.069 -8.362  C16 1.178
42 H 2.141 -1.280 -7.154  C16 1.174
43 H 2.728 -1.006 -8.924  C16 1.181
44 H 2.703 0.379 -4.876  C20 1.170
45 H 1.811 -1.663 -4.892  O21 1.005
46 H 2.177 1.491 -2.864  N22 1.058
47 H 3.807 0.216 -2.190  C23 1.177
48 H 3.082 -1.279 -3.163  C23 1.170
49 H 1.961 0.061 1.026  C25 1.188
50 H 3.072 -1.476 1.155  C25 1.180
51 H 3.750 0.216 0.403  C25 1.189
52 H 0.935 -2.132 0.035  N26 1.058
53 C -1.130 -0.842 3.741  O54 1.419, H62 1.093, H63 1.095, H64 1.097
54 O -0.723 0.463 4.123  C53 1.419, C55 1.428
55 C -1.761 1.184 4.789  O54 1.428, C56 1.531, H65 1.096, H66 1.094
56 C -1.162 2.224 5.740  C55 1.531, O57 1.435, H67 1.097, H68 1.092
57 O -0.688 1.658 6.970  C56 1.435, C58 1.434
58 C 0.522 0.893 6.882  O57 1.434, C59 1.531, H69 1.091, H70 1.097
59 C 1.766 1.755 6.654  C58 1.531, O60 1.427, H71 1.094, H72 1.099
60 O 1.862 2.140 5.283  C59 1.427, C61 1.418
61 C 2.589 3.345 5.108  O60 1.418, H73 1.094, H74 1.094, H75 1.093
62 H -1.954 -0.791 3.024  C53 1.093
63 H -0.278 -1.344 3.273  C53 1.095
64 H -1.428 -1.423 4.623  C53 1.097
65 H -2.407 0.503 5.355  C55 1.096
66 H -2.355 1.687 4.020  C55 1.094
67 H -1.962 2.916 6.029  C56 1.097
68 H -0.389 2.825 5.257  C56 1.092
69 H 0.432 0.099 6.139  C58 1.091
70 H 0.625 0.402 7.857  C58 1.097
71 H 2.664 1.178 6.897  C59 1.094
72 H 1.719 2.641 7.303  C59 1.099
73 H 2.105 4.164 5.648  C61 1.094
74 H 2.591 3.593 4.043  C61 1.094
75 H 3.620 3.223 5.448  C61 1.093
76 C 2.564 -4.654 -3.982  O77 1.419, H85 1.093, H86 1.095, H87 1.097
77 O 3.316 -4.522 -5.178  C76 1.419, C78 1.428
78 C 4.714 -4.367 -4.926  O77 1.428, C79 1.531, H88 1.096, H89 1.094
79 C 5.530 -4.888 -6.113  C78 1.531, O80 1.435, H90 1.097, H91 1.092
80 O 5.635 -6.319 -6.141  C79 1.435, C81 1.434
81 C 4.446 -7.026 -6.517  O80 1.434, C82 1.531, H92 1.091, H93 1.097
82 C 4.111 -6.897 -8.005  C81 1.531, O83 1.427, H94 1.094, H95 1.099
83 O 3.494 -5.638 -8.270  C82 1.427, C84 1.418
84 C 3.685 -5.211 -9.608  O83 1.418, H96 1.094, H97 1.094, H98 1.093
85 H 2.651 -3.749 -3.374  C76 1.093
86 H 1.514 -4.804 -4.252  C76 1.095
87 H 2.900 -5.529 -3.413  C76 1.097
88 H 5.009 -4.905 -4.018  C78 1.096
89 H 4.906 -3.298 -4.790  C78 1.094
90 H 6.558 -4.524 -6.000  C79 1.097
91 H 5.163 -4.500 -7.065  C79 1.092
92 H 3.604 -6.747 -5.882  C81 1.091
93 H 4.660 -8.082 -6.310  C81 1.097
94 H 3.400 -7.678 -8.292  C82 1.094
95 H 5.031 -7.010 -8.596  C82 1.099
96 H 4.753 -5.108 -9.827  C84 1.094
97 H 3.217 -4.230 -9.727  C84 1.094
98 H 3.221 -5.914 -10.305  C84 1.093
99 C -7.808 4.065 8.911  O100 1.419, H108 1.093, H109 1.095, H110 1.097
100 O -6.693 3.874 9.768  C99 1.419, C101 1.428
101 C -7.023 3.106 10.926  O100 1.428, C102 1.531, H111 1.096, H112 1.094
102 C -5.787 2.367 11.445  C101 1.531, O103 1.435, H113 1.097, H114 1.092
103 O -5.471 1.191 10.686  C102 1.435, C104 1.434
104 C -4.915 1.418 9.384  O103 1.434, C105 1.531, H115 1.091, H116 1.097
105 C -3.472 1.930 9.424  C104 1.531, O106 1.427, H117 1.094, H118 1.099
106 O -3.447 3.326 9.723  C105 1.427, C107 1.418
107 C -2.232 3.728 10.333  O106 1.418, H119 1.094, H120 1.094, H121 1.093
108 H -8.591 4.632 9.421  C99 1.093
109 H -7.474 4.626 8.032  C99 1.095
110 H -8.198 3.098 8.570  C99 1.097
111 H -7.813 2.380 10.701  C101 1.096
112 H -7.382 3.803 11.690  C101 1.094
113 H -6.009 2.006 12.457  C102 1.097
114 H -4.920 3.026 11.532  C102 1.092
115 H -5.561 2.062 8.785  C104 1.091
116 H -4.910 0.436 8.896  C104 1.097
117 H -3.006 1.796 8.444  C105 1.094
118 H -2.905 1.363 10.176  C105 1.099
119 H -2.079 3.187 11.272  C107 1.094
120 H -2.299 4.796 10.562  C107 1.094
121 H -1.390 3.561 9.656  C107 1.093

Computed properties:
HOMO level (eV): -9.0
Frontier orbital gap (hartree): 0.3117
LUMO (eV): -0.54
Charge: 0
SMILES string: [H]/N=C(\C)CN[C@@H](O)[C@@](CCCC)(N=C=S)O[C@](C#C)(CCCO)N=C=O.COCCOCCOC.COCCOCCOC.COCCOCCOC
2S+1: 1

***

> Which of these has the lowest HOMO level?

C35H68N4O13S